C44H49Cl2N4NaO5P2S2 | the ωB97M-V functional and the def2-TZVPD basis

XYZ file:
```
109
Properties=species:S:1:pos:R:3:forces:R:3
Na -0.7363 0.8207 -0.6598 0.05 -0.29 0.01
S -0.8245 -2.9358 1.8530 0.02 -0.15 -0.05
P -0.8771 -1.1489 2.7580 -0.04 0.21 -0.12
C -0.7579 0.2448 1.8509 0.04 0.01 0.37
P -0.1527 1.7470 2.2096 0.11 -0.02 0.03
S -0.7974 3.2433 1.0315 -0.03 0.07 -0.14
C 1.6964 1.7490 2.0871 0.02 0.00 0.05
C 2.3027 2.0990 0.8831 0.02 0.00 0.03
C 3.6690 1.9306 0.6970 -0.04 0.02 -0.03
C 4.4563 1.4289 1.7238 0.00 -0.01 0.03
C 3.8651 1.0929 2.9364 0.03 0.00 0.00
C 2.4981 1.2467 3.1135 -0.03 -0.02 -0.04
C -0.4032 2.4587 3.9002 -0.01 -0.06 0.03
C -1.6096 2.1972 4.5439 0.04 0.05 0.03
C -1.8997 2.7626 5.7773 -0.02 -0.02 0.00
C -0.9787 3.6010 6.3920 0.01 0.01 0.01
C 0.2223 3.8802 5.7526 0.01 0.00 -0.01
C 0.5029 3.3206 4.5130 -0.01 -0.02 0.03
C 0.3369 -1.2508 4.1561 0.05 0.01 -0.02
C 0.1515 -0.5887 5.3689 -0.01 0.00 -0.04
C 1.1571 -0.5577 6.3267 0.00 0.01 0.02
C 2.3672 -1.1966 6.0903 0.00 0.00 -0.01
C 2.5566 -1.8762 4.8929 -0.01 0.02 -0.02
C 1.5499 -1.9025 3.9389 0.00 0.02 0.03
C -2.4745 -1.2303 3.6910 -0.04 -0.01 0.00
C -3.5477 -0.4713 3.2411 -0.03 0.00 -0.02
C -4.7907 -0.5577 3.8568 0.02 -0.02 0.00
C -4.9689 -1.3992 4.9459 -0.01 0.01 -0.01
C -3.9016 -2.1664 5.4001 0.01 -0.03 0.02
C -2.6688 -2.0921 4.7686 -0.03 0.04 -0.01
H 1.6841 2.5008 0.0891 0.02 0.00 -0.02
H 4.1136 2.1841 -0.2589 -0.01 0.00 0.00
H 5.5231 1.2972 1.5806 0.00 0.00 0.00
H 4.4667 0.6956 3.7466 0.00 0.00 0.00
H 2.0511 0.9683 4.0605 0.00 -0.04 0.02
H -2.3207 1.5350 4.0674 -0.01 -0.01 0.00
H -2.8437 2.5394 6.2620 0.00 0.00 0.00
H -1.1960 4.0380 7.3601 0.00 0.00 0.00
H 0.9442 4.5411 6.2196 0.00 0.00 0.00
H 1.4339 3.5582 4.0133 -0.01 0.01 0.01
H -0.7839 -0.0823 5.5676 0.00 0.01 0.00
H 0.9938 -0.0238 7.2562 0.00 0.00 0.00
H 3.1559 -1.1664 6.8336 0.00 0.00 0.00
H 3.4967 -2.3801 4.6971 0.00 0.00 0.00
H 1.6836 -2.4379 3.0061 0.01 0.00 0.00
H -3.3813 0.1881 2.3948 0.02 -0.01 0.01
H -5.6194 0.0340 3.4835 0.00 0.00 0.00
H -5.9340 -1.4638 5.4361 0.00 0.00 0.00
H -4.0355 -2.8319 6.2460 0.00 0.00 0.00
H -1.8470 -2.7147 5.1023 0.00 -0.01 0.01
C -1.9439 -0.9266 -4.0598 0.02 0.03 0.05
O -0.8477 -1.6499 -3.5268 0.06 -0.02 0.01
C -1.1476 -2.2592 -2.2831 0.00 0.03 0.00
C 0.1322 -2.5545 -1.5482 0.00 -0.01 -0.02
O 0.6751 -1.3370 -1.0798 -0.13 0.08 -0.06
C 1.8435 -1.5221 -0.3100 0.01 0.02 0.03
H -2.7875 -1.5984 -4.2759 0.00 -0.01 0.00
H -1.6027 -0.4694 -4.9876 -0.01 0.02 -0.01
H -2.2690 -0.1436 -3.3690 0.00 -0.03 -0.05
H -1.7035 -3.1948 -2.4454 0.00 -0.02 0.01
H -1.7676 -1.6000 -1.6644 0.00 -0.02 -0.01
H 0.8471 -3.0464 -2.2316 0.01 0.01 0.02
H -0.0729 -3.2127 -0.6989 0.00 -0.01 -0.01
H 1.6471 -2.2022 0.5236 -0.01 0.00 -0.01
H 2.1386 -0.5491 0.0776 0.01 0.01 0.00
H 2.6556 -1.9249 -0.9364 0.00 -0.01 0.00
C 4.7783 -1.9089 -5.2296 -0.02 -0.01 0.02
C 3.3915 -2.0262 -4.6061 0.07 0.03 -0.04
N 2.3350 -1.7890 -5.5764 -0.15 -0.09 0.11
C 1.9311 -2.9334 -6.3829 -0.04 -0.03 0.01
C 0.8346 -3.7419 -5.6986 0.03 0.01 -0.05
C 1.6129 -0.6374 -5.7198 0.13 0.12 -0.28
O 0.7902 -0.5215 -6.6194 0.00 0.02 0.03
C 1.8808 0.4978 -4.7845 -0.03 -0.09 0.16
C 2.1880 1.7669 -5.2550 -0.03 0.03 -0.01
C 2.3153 2.7950 -4.3398 -0.03 0.03 -0.02
C 2.1111 2.5245 -2.9922 -0.03 -0.05 -0.07
N 1.8258 1.3116 -2.5307 0.02 0.17 0.14
C 1.7040 0.3328 -3.4174 0.04 -0.02 -0.03
H 5.5506 -2.1125 -4.4853 0.00 -0.01 -0.01
H 4.9280 -0.8987 -5.6133 0.01 0.00 0.00
H 4.9027 -2.6118 -6.0558 0.01 0.01 -0.01
H 3.3065 -1.3293 -3.7797 0.00 -0.01 -0.02
H 3.2445 -3.0260 -4.1885 0.01 0.00 0.03
H 2.8175 -3.5474 -6.5644 0.00 0.00 0.01
H 1.5722 -2.5617 -7.3407 0.04 0.01 0.00
H 1.1754 -4.1319 -4.7373 -0.02 0.00 0.01
H 0.5303 -4.5857 -6.3230 0.01 0.00 0.00
H -0.0278 -3.1033 -5.5114 -0.01 -0.02 0.03
H 2.2897 1.9423 -6.3193 -0.01 0.00 0.00
H 2.5059 3.8102 -4.6593 0.00 0.00 -0.01
H 2.1446 3.3253 -2.2625 0.01 -0.01 0.01
H 1.4184 -0.6283 -3.0178 -0.07 -0.06 0.04
Cl -4.0559 2.1677 -3.3180 -0.05 0.00 -0.01
C -2.7497 3.2637 -3.8210 0.16 0.02 0.14
Cl -2.5888 3.2326 -5.6020 -0.02 -0.03 -0.07
C -1.3446 2.9823 -3.1485 -0.18 0.02 -0.07
O -0.5368 3.8817 -3.3979 0.05 0.06 0.03
O -1.2427 1.9462 -2.4725 -0.09 0.04 -0.20
H -3.0662 4.2686 -3.5646 0.02 0.00 -0.02
N -4.9865 1.3141 0.1091 0.00 0.03 0.00
C -5.5920 0.2298 -0.4830 0.03 -0.04 -0.01
C -4.5632 -0.5406 -0.9400 -0.04 0.00 -0.01
N -3.3592 0.0448 -0.6484 0.10 0.05 0.01
C -3.6457 1.1578 -0.0224 -0.01 0.01 0.03
H -5.4366 2.1033 0.5347 0.00 0.00 0.00
H -6.6597 0.1054 -0.5126 -0.01 0.00 0.00
H -4.6188 -1.4846 -1.4574 -0.01 -0.01 0.00
H -2.9348 1.8780 0.3672 0.01 -0.01 0.00
```
Positions in Å, forces in eV/Å.

Output
Charge ... -2
DFT total energy ... -4863.2274 Ha
Highest occupied orbital energy ... -1.528 eV
Relative energy (zero: lowest compared OMol25 entry of this formula, charge and spin) ... 0.7163 eV

C22H20N4O3 | the ωB97M-V functional and the def2-TZVPD basis

XYZ file:
```
49
Properties=species:S:1:pos:R:3:forces:R:3
C -0.5783 -1.9943 0.3928 3.89 -6.45 -9.45
H 0.1131 -2.9128 0.4059 -1.58 0.68 0.42
H -1.3256 -1.9740 0.9442 -6.70 -0.40 5.18
H -0.9389 -1.9586 -0.7398 0.20 -0.43 2.05
C 0.2590 -0.9575 0.5020 -0.79 9.17 9.10
C -0.5614 0.4308 0.4326 -1.16 0.85 0.93
N -1.8707 0.3036 0.4191 1.47 3.84 -2.82
N -2.6029 1.4987 -0.0541 2.89 -0.19 2.21
C -3.9654 1.3841 -0.3871 9.23 -5.89 4.25
O -4.4846 2.3288 -0.5544 -7.45 13.84 -3.34
C -4.5929 0.2135 -0.3943 -5.24 -12.10 -0.79
C -5.5309 -0.0213 -1.5832 3.32 -9.49 7.41
C -6.1146 -1.4609 -1.8047 0.07 9.55 -2.28
C -5.9720 -2.2472 -0.7667 -7.79 -5.97 -6.74
C -5.1476 -2.2358 0.1421 8.18 3.46 10.52
C -4.4648 -1.0899 0.6054 1.02 3.28 -4.62
O -3.5781 -1.1952 1.6350 -1.02 1.17 -0.57
H -2.9761 -0.3953 1.5602 -0.63 -1.30 0.01
H -4.9162 -2.9148 0.9178 -0.63 -1.91 0.21
H -6.5817 -3.2003 -0.8302 0.61 0.84 -0.08
H -6.8542 -1.3635 -2.6237 0.42 -1.23 0.77
H -5.6631 0.8218 -1.9882 -1.45 5.94 -4.34
H -2.1950 2.5392 0.1089 -0.83 -3.22 -0.50
C 0.1782 1.8564 0.5037 1.12 3.54 -6.02
O -0.3327 3.0599 0.1375 1.76 -6.43 3.03
C 1.7553 1.6768 0.1771 -6.83 -5.50 1.96
C 2.2959 0.2354 -0.0100 0.94 11.61 1.27
N 3.6422 0.8221 -0.1396 -2.10 -18.92 -2.29
N 3.7967 1.9404 0.1111 10.48 7.09 -0.07
C 2.7679 2.5485 0.2528 -6.37 9.15 1.06
H 2.6973 3.7604 0.2586 0.22 -3.34 0.44
C 4.6353 -0.2685 -0.4285 1.69 0.04 2.14
C 4.7894 -1.3702 0.4666 -3.32 -0.12 0.81
C 5.7959 -2.4015 0.2120 0.12 1.49 1.21
C 6.7565 -2.0373 -0.7015 -10.00 9.71 0.54
C 6.7521 -0.5888 -1.3898 2.53 -8.68 1.08
C 5.6790 0.0820 -1.4005 -5.47 -2.77 4.81
H 5.5759 1.0232 -1.5072 -0.31 6.67 -2.62
H 7.4571 -0.5013 -2.1316 2.23 0.76 -1.07
H 7.4987 -2.5204 -0.7698 10.25 -6.73 -1.41
H 5.9708 -3.2584 0.9747 -0.60 1.42 -1.75
H 3.8870 -1.5543 1.4477 3.13 0.77 -3.27
C 1.4330 -0.8842 -0.1495 6.34 -4.19 -6.88
H 2.0638 -1.8588 0.1308 -1.31 1.64 -1.11
H 1.1639 -0.8904 -1.3101 0.83 -0.64 1.65
C 0.7407 -0.8780 2.1380 -4.50 -2.07 -0.70
H 1.1832 -1.8498 2.4334 -0.48 0.34 -0.13
H 1.3565 -0.1239 2.4616 1.62 2.00 0.12
H -0.2946 -0.6713 2.6450 2.00 -0.86 -0.35
```
Positions in Å, forces in eV/Å.

Output
DFT total energy ... -1294.3724 Ha
Highest occupied orbital energy ... -8.285 eV
Relative energy (zero: lowest compared OMol25 entry of this formula, charge and spin) ... 21.1723 eV

C5H5N | the ωB97M-V functional and the def2-TZVPD basis

XYZ file:
```
11
Properties=species:S:1:pos:R:3:forces:R:3
C 1.0097 -0.9418 -0.8908 0.12 -0.11 -0.09
C -0.1308 0.0093 -0.5748 -0.21 0.25 -0.39
C -0.6495 0.5495 -1.6475 0.30 -0.28 0.56
C -0.5274 0.2249 0.8669 -0.01 0.01 0.04
C -1.1325 1.5384 1.1161 -0.46 0.92 0.27
N -1.5969 2.5726 1.3413 0.45 -1.04 -0.24
H 1.1674 -1.0326 -1.9698 -0.02 0.00 0.16
H 0.7962 -1.9388 -0.4900 0.00 0.15 -0.06
H 1.9345 -0.5635 -0.4412 -0.15 -0.05 -0.06
H -1.2314 -0.5545 1.1848 0.13 0.12 -0.05
H 0.3607 0.1364 1.5050 -0.13 0.03 -0.13
```
Positions in Å, forces in eV/Å.

Output
DFT total energy ... -248.1251 Ha
Highest occupied orbital energy ... -10.433 eV
Relative energy (zero: lowest compared OMol25 entry of this formula, charge and spin) ... 4.0792 eV

C2HF2NS | the ωB97M-V functional and the def2-TZVPD basis

XYZ file:
```
7
Properties=species:S:1:pos:R:3:forces:R:3
C 0.8097 0.2210 -0.7584 0.26 1.26 -0.91
C 1.0401 -0.1573 0.5490 0.60 -1.71 3.41
N 0.4486 0.4413 -1.8146 -0.03 0.37 -1.34
F -1.8317 0.3827 -0.1806 0.08 0.14 0.15
F 0.3766 -1.3422 0.6296 0.08 -0.04 0.41
S 1.8568 0.3556 1.8539 -0.69 0.09 -1.69
H -2.7001 0.0988 -0.2789 -0.31 -0.11 -0.03
```
Positions in Å, forces in eV/Å.

Output
DFT total energy ... -729.4259 Ha
SMILES ... N#CC(F)=S.F
Highest occupied orbital energy (alpha / beta) ... -10.341 / -10.341 eV
Relative energy (zero: lowest compared OMol25 entry of this formula, charge and spin) ... 0.4343 eV

C5H10O2 | the ωB97M-V functional and the def2-TZVPD basis

XYZ file:
```
17
Properties=species:S:1:pos:R:3:forces:R:3
C -1.4190 -0.6765 0.9578 -0.32 -0.50 -0.74
C -0.4737 0.4231 0.5708 -0.57 -0.58 0.16
C 0.7529 0.2206 0.0823 -0.94 1.16 0.28
O 1.1800 -0.9094 -0.5219 0.62 -0.58 0.24
C 1.7732 1.3005 0.1307 0.40 -0.28 -1.15
C 2.7337 1.3151 1.0439 -0.94 0.69 0.74
H -2.4085 -0.5760 0.4988 -0.06 0.16 0.23
H -1.5458 -0.7899 2.0336 -0.07 0.42 0.12
H -1.0822 -1.6616 0.6495 0.24 -0.21 -0.19
H -0.8818 1.4231 0.6542 0.60 0.17 0.61
H 0.4458 -1.5053 -0.7293 -0.01 0.28 0.12
H 1.7526 2.0002 -0.7035 0.42 -0.21 -0.14
H 2.5149 0.8704 2.0071 0.48 -0.86 -0.16
H 3.5730 1.9863 1.0303 0.07 0.33 -0.19
H -2.3389 -1.0916 -3.3763 -0.10 0.29 0.27
H -2.4212 -0.8617 -1.8171 -0.13 0.32 -0.25
O -2.1548 -1.4673 -2.5110 0.30 -0.60 0.05
```
Positions in Å, forces in eV/Å.

Output
DFT total energy ... -346.9207 Ha
SMILES ... C=C/C(O)=C/C.O
Highest occupied orbital energy ... -8.382 eV
Relative energy (zero: lowest compared OMol25 entry of this formula, charge and spin) ... 2.8487 eV

- What is the formula in the fifth record?
  C5H10O2

Repeat the third record exactly.
C5H5N | the ωB97M-V functional and the def2-TZVPD basis

XYZ file:
```
11
Properties=species:S:1:pos:R:3:forces:R:3
C 1.0097 -0.9418 -0.8908 0.12 -0.11 -0.09
C -0.1308 0.0093 -0.5748 -0.21 0.25 -0.39
C -0.6495 0.5495 -1.6475 0.30 -0.28 0.56
C -0.5274 0.2249 0.8669 -0.01 0.01 0.04
C -1.1325 1.5384 1.1161 -0.46 0.92 0.27
N -1.5969 2.5726 1.3413 0.45 -1.04 -0.24
H 1.1674 -1.0326 -1.9698 -0.02 0.00 0.16
H 0.7962 -1.9388 -0.4900 0.00 0.15 -0.06
H 1.9345 -0.5635 -0.4412 -0.15 -0.05 -0.06
H -1.2314 -0.5545 1.1848 0.13 0.12 -0.05
H 0.3607 0.1364 1.5050 -0.13 0.03 -0.13
```
Positions in Å, forces in eV/Å.

Output
DFT total energy ... -248.1251 Ha
Highest occupied orbital energy ... -10.433 eV
Relative energy (zero: lowest compared OMol25 entry of this formula, charge and spin) ... 4.0792 eV

- The highest DFT total energy belongs to which entry?
  C5H5N

- Number 4 is which compound?
  C2HF2NS